(1)
27
Properties=species:S:1:pos:R:3:forces:R:3 method="wB97M-V/def2-TZVPD" gap_ev=9.637 multiplicity=1 molar_mass_g_mol=196.30 de_lowest_ev=2.310 charge=+1 lumo_energy_ha=-0.1159 e_homo_ev=-12.79 e_tot_ha=-917.22003
C -0.45161 2.36998 2.29479 0.038 -0.599 -0.025
C 0.43712 1.59580 1.43431 0.397 1.892 0.130
C -1.55056 1.70982 2.69106 -1.408 -1.393 0.790
C -0.01367 0.35774 1.12763 -0.136 1.463 1.167
C -0.09985 0.58956 -2.09544 -1.956 0.353 -3.580
C 0.20786 -0.80119 -2.56543 -2.004 -1.050 0.145
C 0.87044 -1.95374 0.66989 2.778 1.001 1.787
C 2.20768 -0.56782 0.07313 -0.972 1.175 -3.568
C 0.63733 -0.54809 0.17590 -2.875 -0.512 -0.645
C -0.44565 -0.51086 -1.22341 4.052 0.508 1.740
N -1.86512 -0.62553 -0.93223 0.974 0.022 1.375
O 2.18649 -1.97195 0.10209 0.550 -0.480 0.020
S -1.50288 0.09754 2.04636 0.012 -0.557 -0.356
H -0.38261 3.34258 2.70557 0.950 0.985 -0.131
H 1.39809 2.02492 1.05159 -1.063 -0.499 0.319
H -2.39808 1.91219 3.44171 1.670 0.023 -1.458
H 0.67042 1.23170 -1.93396 2.385 1.445 1.007
H -0.82712 1.16521 -2.74314 0.204 -0.980 1.065
H -0.28602 -1.42202 -3.32017 -0.937 1.065 0.000
H 1.15369 -1.23347 -2.61590 1.971 -0.048 0.907
H 1.01095 -2.15989 1.74040 -0.408 0.947 0.201
H 0.30156 -2.71518 0.37870 -2.494 -3.113 -1.916
H 2.67940 -0.17467 -0.89177 -0.580 -0.444 1.218
H 2.62598 -0.03468 0.89699 0.478 0.002 0.932
H -2.40215 0.06288 -1.38888 -0.774 0.790 -1.807
H -1.99516 -0.18234 0.05004 -0.043 -1.638 -0.031
H -2.16654 -1.55848 -1.16983 -0.811 -0.357 0.714


(2)
26
Properties=species:S:1:pos:R:3:forces:R:3 method="wB97M-V/def2-TZVPD" gap_ev="7.022 / 7.781" multiplicity=1 molar_mass_g_mol=180.30 de_lowest_ev=4.979 charge=+1 lumo_energy_ha="-0.1743 / -0.1397" e_homo_ev="-11.77 / -11.58" e_tot_ha=-841.98627
C -1.92365 -2.64743 -0.23975 -1.553 -1.063 0.145
C -1.04401 -2.74414 -1.29077 0.799 0.345 -1.504
C -1.79897 -1.61611 0.65833 0.062 -0.305 1.010
C 0.03109 -1.91943 -1.46239 -0.070 0.962 0.976
C -0.68078 -0.76948 0.53758 -1.023 1.812 1.674
C 0.25835 -0.93604 -0.45103 1.349 -0.568 -2.040
C -0.62353 0.45591 1.46252 -0.297 -1.001 -0.900
C -0.59900 1.92407 0.88501 0.607 0.290 1.591
C 0.03174 2.24484 -0.41309 1.664 -0.394 0.995
C 1.41090 -0.09081 -0.78859 -1.829 0.712 0.396
N 2.37371 0.41687 0.25750 2.471 -2.158 -3.258
S 2.09347 -0.21698 -2.39968 1.604 0.924 0.103
H -2.76757 -3.38454 -0.21226 0.828 0.929 0.200
H -1.21139 -3.33952 -2.14547 -0.563 -1.274 -0.401
H -2.52332 -1.55053 1.52377 0.975 0.282 -1.195
H 0.68352 -1.84582 -2.35570 -0.986 -1.120 0.900
H -1.54900 0.44602 2.02186 0.076 -0.195 0.515
H 0.17991 0.30225 2.15894 0.522 0.115 0.569
H -1.66567 2.14378 0.83834 0.088 0.465 -0.145
H -0.14448 2.49188 1.78039 -0.764 -0.374 -1.605
H -0.56901 2.16728 -1.27097 -0.492 -0.112 -1.102
H 0.96229 2.83803 -0.49558 -0.761 -0.333 0.113
H 3.09603 -0.33984 0.50088 -0.861 1.002 -0.603
H 1.94600 0.56505 1.12792 -1.067 1.306 1.394
H 2.90247 1.17789 -0.25765 -0.721 -0.431 1.521
H 1.06009 0.07812 -3.22368 -0.057 0.181 0.652


(3)
26
Properties=species:S:1:pos:R:3:forces:R:3 method="wB97M-V/def2-TZVPD" gap_ev=9.457 multiplicity=1 molar_mass_g_mol=166.22 de_lowest_ev=7.218 lumo_energy_ha=0.0343 e_homo_ev=-8.52 e_tot_ha=-539.66043
C 3.09071 -1.03971 0.05443 2.512 2.032 0.866
C 1.73543 -1.03822 -0.58861 -3.561 -5.131 1.783
C -0.38461 0.10482 -1.05137 5.027 -0.781 -4.687
C -0.40222 0.12043 -2.58366 -4.285 1.942 1.043
C -1.77400 0.64618 -2.99289 4.133 -2.861 1.903
C -2.69946 0.71348 -1.88502 -3.254 1.695 -8.437
C -2.66887 0.53878 -0.63511 0.127 -0.108 8.396
C -1.38918 0.16304 -0.16759 -1.121 0.669 0.560
C -0.26751 0.75182 1.87673 -1.252 3.031 -2.471
C 0.15415 0.20808 3.16253 0.279 -1.708 3.423
H 2.90917 -0.01921 0.63554 1.296 -2.155 -0.450
H 4.12073 -1.00376 -0.49797 -2.175 0.670 0.088
H 3.33724 -1.92856 0.72915 -1.037 1.455 -0.608
H 1.38101 -1.55473 -1.49846 1.367 0.212 -0.082
H 1.30521 -2.05379 0.27839 0.000 3.020 -2.238
H 0.43338 -0.17779 -3.37774 -1.747 0.964 2.384
H -1.98281 0.75945 -4.08067 -0.321 0.019 1.276
H -3.75059 0.88799 -2.08709 -0.047 0.651 -1.408
H -3.61780 0.89495 0.16310 3.048 -1.641 -2.555
H -0.99576 1.65569 1.97510 1.735 -0.934 0.418
H 0.61849 1.08056 1.23459 -1.422 -0.588 1.010
H 0.77829 -0.78555 3.12261 -2.125 1.126 -0.157
H 0.99753 0.75220 3.60422 -0.396 0.892 -0.331
H -0.70666 0.30012 4.00867 2.033 -0.971 -2.042
O 0.94360 0.13703 -0.50373 0.283 -0.670 -0.064
O -1.16548 -0.11328 1.10486 0.904 -0.829 2.379


(4)
32
Properties=species:S:1:pos:R:3:forces:R:3 method="wB97M-V/def2-TZVPD" gap_ev=11.067 multiplicity=1 molar_mass_g_mol=262.21 smiles="CC(=O)OC[C@@H]1COC(=O)O1.C[C@@H]1COC(=O)O1" lumo_energy_ha=0.0250 e_homo_ev=-10.39 e_tot_ha=-991.38985
C 5.66982 0.09418 -0.66255 -1.095 -0.234 1.173
C 4.24744 0.11169 -1.19949 1.975 -0.455 1.455
O 3.94600 0.88355 -2.03410 -1.208 1.386 -2.117
O 3.41548 -0.75718 -0.62038 0.161 -0.665 -0.758
C 2.32526 -1.17405 -1.44835 -1.091 -1.040 1.082
C 0.97432 -0.65677 -0.86377 0.434 0.325 0.213
C 0.49052 0.56248 -1.65668 1.573 -0.250 -0.124
O 0.10771 1.50962 -0.67290 -0.967 0.271 -0.404
C 0.74154 1.20502 0.47486 -0.436 -3.817 -3.951
O 0.88824 1.87883 1.37438 0.408 3.752 4.539
O 1.20061 -0.07026 0.42217 0.252 -0.190 -0.044
H 5.81731 1.08061 -0.22698 0.321 0.113 -0.238
H 6.38593 -0.11391 -1.44756 0.005 0.031 -0.073
H 5.72586 -0.61152 0.16588 0.310 -0.163 -0.202
H 2.30473 -2.26331 -1.37444 0.190 0.031 0.064
H 2.45797 -0.93919 -2.50236 0.074 0.442 0.116
H 0.26740 -1.46420 -0.66017 0.052 0.220 -0.684
H 1.40914 0.98567 -2.08176 -0.265 -0.044 -0.457
H -0.20244 0.33691 -2.46071 -0.580 0.336 0.392
C -3.72148 1.31924 2.32588 0.403 0.121 0.009
C -3.78248 0.42199 1.11379 -0.149 0.414 0.542
C -4.55270 -0.85732 1.32365 -0.277 -0.074 -0.099
O -3.92361 -1.74362 0.38869 0.252 0.064 0.048
C -2.64457 -1.31669 0.24147 0.070 0.090 0.074
O -1.77520 -1.93958 -0.28133 -0.243 -0.079 -0.041
O -2.48088 -0.08273 0.77774 -0.090 -0.353 -0.233
H -4.72262 1.60743 2.64785 -0.020 -0.030 -0.064
H -3.21030 0.82085 3.15082 -0.095 -0.093 -0.019
H -3.15391 2.22255 2.10171 -0.073 0.012 -0.023
H -4.16169 0.97660 0.25079 -0.003 -0.097 -0.047
H -5.61371 -0.75526 1.10641 0.050 -0.142 -0.158
H -4.42970 -1.27160 2.32743 0.063 0.118 0.028